1.
DFT (ωB97M-V/def2-TZVPD) results for C35H41Cl3GeN4O2PbSi2 as an isolated structure.

Cartesian coordinates (Å):
Pb1 -1.32 -0.62 -0.42
C1 -1.42 -2.12 -5.08
O1 -1.75 -3.21 -4.14
C2 -1.49 -2.73 -2.86
N1 -0.80 -1.64 -2.80
C3 -0.69 -1.04 -4.18
C4 0.70 -0.80 -4.66
C5 1.76 -1.39 -3.94
C6 3.02 -1.39 -4.37
C7 3.29 -0.92 -5.65
C8 2.33 -0.18 -6.33
C9 1.02 -0.05 -5.81
C10 -1.73 -3.67 -1.73
C11 -2.57 -4.77 -1.95
C12 -2.89 -5.55 -0.88
C13 -2.46 -5.12 0.38
C14 -1.64 -4.06 0.50
N2 -1.30 -3.28 -0.52
C15 -1.24 -3.65 1.87
N3 -0.40 -2.69 2.24
C16 -0.12 -2.81 3.65
C17 -0.90 -4.00 4.11
O2 -1.55 -4.54 2.88
C18 1.38 -2.75 3.95
C19 2.17 -1.93 3.13
C20 3.51 -1.80 3.33
C21 4.11 -2.53 4.36
C22 3.34 -3.30 5.23
C23 1.96 -3.33 5.05
H1 -2.27 -1.76 -5.61
H2 -0.70 -2.57 -5.79
H3 -1.19 -0.02 -4.15
H4 1.51 -1.77 -2.96
H5 3.84 -1.86 -3.80
H6 4.29 -1.20 -6.05
H7 2.59 0.34 -7.28
H8 0.28 0.67 -6.22
H9 -2.88 -4.92 -2.98
H10 -3.55 -6.43 -0.96
H11 -2.74 -5.62 1.36
H12 -0.55 -1.90 4.09
H13 -1.71 -3.72 4.83
H14 -0.36 -4.81 4.60
H15 1.68 -1.41 2.33
H16 4.22 -1.11 2.79
H17 5.23 -2.53 4.34
H18 3.78 -3.73 6.11
H19 1.33 -3.82 5.83
C24 2.69 2.15 1.24
Si1 1.34 2.49 -0.05
C25 1.40 0.90 -1.18
C26 2.01 3.74 -1.33
C27 -0.29 3.04 0.79
C28 -0.71 2.24 1.88
C29 -0.27 2.32 3.24
C30 -0.66 1.38 4.15
C31 -1.70 0.57 3.82
C32 -2.21 0.56 2.53
N4 -1.67 1.30 1.57
Si2 -1.24 4.69 0.63
C33 -0.50 5.94 1.86
C34 -1.07 5.58 -0.95
C35 -3.04 4.39 1.01
H20 3.58 1.68 0.74
H21 2.31 1.40 1.92
H22 3.07 2.96 1.87
H23 2.52 0.67 -1.36
H24 0.92 1.05 -2.09
H25 1.10 -0.06 -0.66
H26 2.85 3.52 -2.00
H27 2.18 4.67 -0.82
H28 1.09 3.86 -1.95
H29 0.49 3.14 3.47
H30 -0.26 1.33 5.17
H31 -2.22 -0.03 4.58
H32 -3.04 -0.09 2.24
H33 0.59 6.05 1.77
H34 -0.61 5.51 2.88
H35 -0.92 6.90 1.91
H36 -1.92 6.27 -1.08
H37 -0.98 4.90 -1.85
H38 -0.17 6.18 -0.79
H39 -3.20 4.28 2.07
H40 -3.44 3.51 0.42
H41 -3.55 5.31 0.67
Cl1 -3.96 4.19 -2.97
Ge1 -3.35 2.10 -3.70
Cl2 -1.05 2.37 -4.12
Cl3 -3.19 1.12 -1.38

Summary:
**M**: 992.08 g mol⁻¹
**2S+1**: 2
**Charge**: +3
**HOMO level (spin up / spin down)**: -14.8099 / -14.7983 eV
**Gap between HOMO and LUMO (spin up / spin down)**: 0.08087 / 0.09119 Eh
**Strongest force on any atom**: 0.0795 hartree/bohr
**Energy relative to the best compared isomer or geometry (same formula, charge and spin)**: 30.2 kcal/mol
**LUMO (spin up / spin down)**: -12.61 / -12.32 eV

Atomic partial charges in e from the Mulliken method, atoms 1 to 2: 1.5160, -0.5223

---

2.
DFT (ωB97M-V/def2-TZVPD) results for a single C5H11NO molecule.

Cartesian coordinates (Å):
C1 2.91 0.34 0.65
C2 2.09 -0.29 -0.16
C3 0.92 -1.16 0.31
C4 -0.34 -0.31 0.50
N1 -1.01 -0.09 -0.77
C5 -2.38 0.30 -0.71
O1 -2.63 1.33 0.26
H1 3.68 1.04 0.34
H2 2.78 0.29 1.72
H3 2.21 -0.29 -1.24
H4 1.24 -1.73 1.18
H5 0.71 -1.82 -0.51
H6 -0.11 0.63 0.99
H7 -1.03 -0.88 1.13
H8 -0.44 0.39 -1.45
H9 -2.67 0.64 -1.71
H10 -2.94 -0.54 -0.37
H11 -2.97 2.14 -0.16

Summary:
**M**: 101.15 g mol⁻¹
**Charge**: 0
**HOMO level**: -8.9727 eV
**Gap between HOMO and LUMO**: 0.36368 Eh
**Strongest force on any atom**: 0.0279 hartree/bohr
**Energy relative to the best compared isomer or geometry (same formula, charge and spin)**: 46.0 kcal/mol
**LUMO**: 0.92 eV
**Structure (SMILES)**: C=CCCNCO

Atomic partial charges in e from the Mulliken method, atoms 1 to 2: -0.7527, -0.1206

---

3.
DFT (ωB97M-V/def2-TZVPD) results for C24H18BiN4O3S5 as an isolated structure.

Cartesian coordinates (Å):
Bi1 0.17 -0.17 0.37
O1 -2.53 -1.84 5.16
C1 -2.62 -0.50 5.27
C2 -3.15 0.02 6.45
C3 -3.27 1.38 6.63
C4 -2.87 2.26 5.63
C5 -2.35 1.75 4.45
C6 -2.22 0.38 4.25
C7 -1.65 -0.09 2.95
O2 -1.34 0.76 2.07
N1 -1.53 -1.40 2.82
N2 -1.04 -1.76 1.58
C8 -1.17 -2.99 1.26
C9 -0.89 -3.57 -0.04
C10 -0.79 -4.97 -0.13
C11 -0.61 -5.60 -1.33
C12 -0.56 -4.82 -2.50
C13 -0.69 -3.46 -2.45
C14 -0.85 -2.77 -1.21
O3 -0.97 -1.48 -1.19
H1 -2.12 -2.02 4.27
H2 -3.46 -0.68 7.22
H3 -3.68 1.76 7.56
H4 -2.96 3.33 5.77
H5 -2.02 2.40 3.66
H6 -1.59 -3.65 2.02
H7 -0.84 -5.55 0.79
H8 -0.51 -6.68 -1.38
H9 -0.43 -5.31 -3.46
H10 -0.66 -2.85 -3.34
S1 1.57 0.27 2.63
S2 3.40 -0.65 2.33
S3 3.59 -0.56 0.29
S4 2.09 -1.83 -0.34
S5 3.17 6.95 -0.42
C15 2.40 5.36 -0.27
C16 1.23 5.08 -0.96
C17 0.67 3.82 -0.81
N3 1.20 2.87 -0.05
C18 2.32 3.15 0.62
C19 2.96 4.38 0.53
C20 4.16 6.75 -1.87
C21 4.35 5.54 -2.53
C22 5.16 5.52 -3.65
N4 5.78 6.59 -4.15
C23 5.59 7.74 -3.50
C24 4.80 7.87 -2.37
H11 0.77 5.83 -1.59
H12 -0.25 3.57 -1.33
H13 2.70 2.35 1.25
H14 3.87 4.56 1.09
H15 3.88 4.63 -2.19
H16 5.32 4.59 -4.18
H17 6.10 8.61 -3.91
H18 4.69 8.84 -1.90

Summary:
**M**: 779.75 g mol⁻¹
**Charge**: -1
**HOMO level**: -4.8843 eV
**Gap between HOMO and LUMO**: 0.25348 Eh
**Strongest force on any atom**: 0.0025 hartree/bohr
**Energy relative to the best compared isomer or geometry (same formula, charge and spin)**: 3.3 kcal/mol
**LUMO**: 2.01 eV

Atomic partial charges in e from the Mulliken method, atoms 1 to 2: 1.0269, -0.6756

---

4.
DFT (ωB97M-V/def2-TZVPD) results for C12H22F36MgN6O35S12 as an isolated structure.

Cartesian coordinates (Å):
Mg1 0.18 2.85 -6.48
C1 0.67 10.09 1.28
F1 -0.28 9.83 2.19
F2 0.67 11.41 1.25
F3 1.86 9.61 1.65
S1 0.11 9.33 -0.46
O1 -1.17 9.89 -0.74
O2 1.07 9.79 -1.45
N1 0.20 7.54 -0.20
S2 -1.25 7.21 0.42
O3 -1.14 5.95 1.14
O4 -2.03 8.19 1.23
C2 -2.39 6.85 -1.14
F4 -3.00 7.98 -1.54
F5 -1.61 6.29 -2.16
F6 -3.32 5.95 -0.84
C3 -7.28 6.01 -9.39
F7 -6.34 6.47 -10.19
F8 -7.65 6.96 -8.57
F9 -8.35 5.66 -10.14
S3 -6.66 4.48 -8.35
O5 -6.54 3.37 -9.29
O6 -5.39 4.92 -7.79
N2 -7.82 4.49 -7.00
S4 -8.75 3.31 -7.48
O7 -9.95 3.47 -6.66
O8 -9.16 3.12 -8.85
C4 -7.95 1.52 -6.99
F10 -7.08 1.23 -7.83
F11 -7.48 1.58 -5.76
F12 -8.94 0.64 -7.03
C5 -0.98 -3.57 -8.20
F13 -1.91 -4.31 -8.85
F14 0.10 -3.28 -8.85
F15 -1.54 -2.36 -7.91
S5 -0.62 -4.33 -6.40
O9 -0.49 -5.79 -6.58
O10 0.60 -3.64 -5.91
N3 -2.03 -3.91 -5.41
S6 -1.48 -3.67 -3.94
O11 -2.59 -3.57 -2.98
O12 -0.29 -4.48 -3.48
C6 -0.94 -1.73 -4.07
F16 -1.91 -0.90 -4.02
F17 -0.08 -1.47 -3.14
F18 -0.48 -1.41 -5.30
C7 -2.87 2.78 -3.34
F19 -3.50 1.64 -3.75
F20 -3.70 3.51 -2.65
F21 -1.84 2.57 -2.50
S7 -2.19 3.92 -4.77
O13 -3.21 4.94 -5.07
O14 -0.99 4.51 -4.16
N4 -1.62 2.88 -6.06
S8 -2.98 2.71 -6.87
O15 -4.26 2.81 -6.22
O16 -2.87 3.56 -8.04
C8 -2.86 0.96 -7.64
F22 -1.83 0.89 -8.51
F23 -2.66 0.11 -6.65
F24 -3.92 0.61 -8.33
C9 5.05 4.38 0.74
F25 4.10 4.23 1.66
F26 5.60 5.62 0.80
F27 6.03 3.44 0.84
S9 4.10 4.12 -1.02
O17 4.72 5.04 -1.98
O18 4.27 2.73 -1.35
N5 2.49 4.84 -0.71
S10 1.47 3.60 -0.97
O19 0.08 4.11 -0.83
O20 1.70 2.70 -2.09
C10 1.63 2.51 0.70
F28 1.50 3.30 1.70
F29 0.77 1.51 0.73
F30 2.80 1.91 0.81
C11 -2.69 3.41 -16.49
F31 -3.30 2.32 -16.94
F32 -1.52 3.10 -15.82
F33 -2.46 4.16 -17.58
S11 -3.95 4.31 -15.30
O21 -4.48 5.39 -16.11
O22 -4.98 3.31 -15.00
N6 -3.01 4.99 -13.91
S12 -3.22 3.86 -12.86
O23 -4.38 4.05 -12.03
O24 -3.01 2.50 -13.37
C12 -1.83 3.87 -11.58
F34 -0.64 3.58 -12.13
F35 -1.71 5.02 -10.90
F36 -2.02 2.92 -10.68
O25 -5.98 4.85 -4.80
H1 -5.05 4.99 -4.97
H2 -6.00 4.13 -4.17
O26 -6.41 -0.35 -3.43
H3 -6.97 -0.68 -2.72
H4 -5.52 -0.42 -3.08
O27 0.78 2.08 -4.63
H5 1.07 1.18 -4.51
H6 1.03 2.53 -3.82
O28 0.80 0.43 -9.71
H7 1.21 0.53 -10.56
H8 0.14 -0.25 -9.84
O29 -3.19 6.64 -7.88
H9 -2.57 6.28 -7.25
H10 -3.92 6.03 -7.89
O30 1.39 6.76 -2.60
H11 0.62 6.32 -2.98
H12 1.72 7.31 -3.30
O31 -5.90 -2.08 -8.52
H13 -5.13 -2.02 -9.08
H14 -6.61 -1.71 -9.05
O32 -4.38 -1.40 -10.44
H15 -3.72 -1.67 -11.09
H16 -4.57 -0.49 -10.66
O33 -0.02 3.10 -8.55
H17 0.55 3.36 -9.27
H18 -0.89 3.40 -8.80
O34 -6.62 2.57 -3.25
H19 -6.82 1.67 -3.48
H20 -6.50 2.56 -2.31
O35 -4.16 -2.48 -6.14
H21 -3.52 -3.12 -5.84
H22 -3.72 -1.63 -6.04

Summary:
**M**: 1903.35 g mol⁻¹
**2S+1**: 2
**Charge**: -3
**HOMO level (spin up / spin down)**: -3.8834 / -3.8834 eV
**Gap between HOMO and LUMO (spin up / spin down)**: 0.22520 / 0.11013 Eh
**Strongest force on any atom**: 0.1440 hartree/bohr
**LUMO (spin up / spin down)**: 2.24 / -0.89 eV

Atomic partial charges in e from the Mulliken method, atoms 1 to 2: 1.5154, 0.5942

---

5.
DFT (ωB97M-V/def2-TZVPD) results for a 2-piece molecular cluster, C6H12 overall.

Cartesian coordinates (Å):
C1 1.95 -0.04 0.81
C2 1.30 -0.88 1.61
C3 -0.15 -0.74 1.98
H1 3.01 -0.18 0.58
H2 1.46 0.82 0.36
H3 1.83 -1.72 2.04
H4 -0.62 0.10 1.44
H5 -0.27 -0.55 3.05
H6 -0.71 -1.65 1.75
C4 -1.15 1.93 -1.16
C5 -0.49 0.89 -1.66
C6 -0.87 -0.55 -1.47
H7 -2.04 1.79 -0.56
H8 -0.82 2.95 -1.33
H9 0.41 1.07 -2.26
H10 -0.05 -1.11 -1.01
H11 -1.09 -1.03 -2.44
H12 -1.75 -0.64 -0.83

Summary:
**M**: 84.16 g mol⁻¹
**Charge**: 0
**HOMO level**: -9.5904 eV
**Gap between HOMO and LUMO**: 0.39669 Eh
**Strongest force on any atom**: 0.0037 hartree/bohr
**Energy relative to the best compared isomer or geometry (same formula, charge and spin)**: 40.3 kcal/mol
**LUMO**: 1.20 eV
**Structure (SMILES)**: C=CC.C=CC

Atomic partial charges in e from the Mulliken method, atoms 1 to 2: -0.6854, 0.0292

---

6.
DFT (ωB97M-V/def2-TZVPD) results for a 3-piece molecular cluster, C22H29O10PS overall.

Cartesian coordinates (Å):
C1 1.83 5.21 -3.63
C2 2.41 4.66 -2.33
O1 1.40 4.02 -1.51
P1 1.01 2.52 -1.84
O2 1.16 2.09 -3.24
C3 2.03 1.51 -0.72
C4 2.27 0.08 -1.22
C5 3.47 -0.05 -2.16
C6 4.52 -1.04 -1.67
C7 5.77 -1.06 -2.57
C8 5.56 -0.35 -3.91
S1 3.98 -0.64 -4.66
O3 3.71 0.45 -5.55
O4 3.92 -1.99 -5.14
O5 2.98 -0.57 -3.43
O6 -0.45 2.51 -1.23
C9 -1.28 1.34 -1.46
C10 -2.03 1.43 -2.78
H1 0.90 4.71 -3.87
H2 1.66 6.28 -3.56
H3 2.51 5.01 -4.46
H4 2.81 5.45 -1.70
H5 3.21 3.95 -2.53
H6 2.98 2.04 -0.62
H7 1.56 1.51 0.27
H8 1.40 -0.31 -1.75
H9 2.43 -0.57 -0.36
H10 3.91 0.94 -2.34
H11 4.78 -0.81 -0.63
H12 4.04 -2.02 -1.68
H13 6.59 -0.54 -2.07
H14 6.10 -2.08 -2.73
H15 5.64 0.73 -3.81
H16 6.27 -0.69 -4.66
H17 -0.68 0.44 -1.41
H18 -1.97 1.31 -0.62
H19 -1.37 1.76 -3.57
H20 -2.86 2.13 -2.70
H21 -2.43 0.45 -3.03
O7 -3.66 -4.56 3.30
C11 -3.05 -3.91 2.48
C12 -3.58 -2.63 1.96
C13 -2.89 -1.90 1.10
C14 -1.56 -2.34 0.61
O8 -0.92 -1.67 -0.18
C15 -1.03 -3.63 1.11
C16 -1.72 -4.36 1.99
H22 -4.55 -2.32 2.34
H23 -3.25 -0.95 0.72
H24 -0.06 -3.93 0.73
H25 -1.36 -5.31 2.38
O9 -4.79 -0.51 3.96
C17 -4.97 -0.75 5.14
C18 -5.31 0.34 6.09
C19 -5.50 0.08 7.39
C20 -5.38 -1.30 7.92
O10 -5.55 -1.54 9.10
C21 -5.04 -2.39 6.96
C22 -4.86 -2.13 5.67
H26 -5.39 1.33 5.68
H27 -5.75 0.85 8.11
H28 -4.97 -3.38 7.38
H29 -4.62 -2.91 4.95

Summary:
**M**: 516.51 g mol⁻¹
**Charge**: 0
**HOMO level**: -10.2747 eV
**Gap between HOMO and LUMO**: 0.31358 Eh
**Strongest force on any atom**: 0.0043 hartree/bohr
**LUMO**: -1.74 eV
**Structure (SMILES)**: CCOP(=O)(CC[C@H]1CCCS(=O)(=O)O1)OCC.O=C1C=CC(=O)C=C1.O=C1C=CC(=O)C=C1

Atomic partial charges in e from the Mulliken method, atoms 1 to 2: -1.0084, -0.1299

---

7.
DFT (ωB97M-V/def2-TZVPD) results for C4H8O3Tl as an isolated structure.

Cartesian coordinates (Å):
O1 0.51 -2.03 -1.61
C1 -0.71 -2.02 -1.42
O2 -1.35 -0.94 -0.94
C2 -0.86 0.38 -1.19
C3 -0.40 1.00 0.11
O3 0.62 0.20 0.69
C4 1.03 0.65 1.97
Tl1 2.08 -1.01 -0.51
H1 -1.29 -2.93 -1.19
H2 -1.71 0.96 -1.57
H3 -0.07 0.38 -1.95
H4 -1.24 1.06 0.81
H5 -0.03 2.02 -0.09
H6 1.82 -0.02 2.32
H7 1.42 1.68 1.90
H8 0.18 0.62 2.67

Summary:
**M**: 308.49 g mol⁻¹
**Charge**: +1
**HOMO level**: -14.0283 eV
**Gap between HOMO and LUMO**: 0.37011 Eh
**Strongest force on any atom**: 0.0735 hartree/bohr
**Energy relative to the best compared isomer or geometry (same formula, charge and spin)**: 0.0 kcal/mol
**LUMO**: -3.96 eV

Atomic partial charges in e from the Mulliken method, atoms 1 to 2: -0.5066, 0.3770

---

8.
DFT (ωB97M-V/def2-TZVPD) results for a 5-piece molecular cluster, C20H52BO12P overall.

Cartesian coordinates (Å):
O1 2.73 2.08 -4.04
C1 3.77 2.68 -4.33
O2 4.00 4.01 -4.24
C2 2.94 4.93 -4.65
C3 2.15 5.52 -3.50
P1 0.39 4.76 -3.19
C4 -1.34 4.06 -2.90
B1 -2.45 4.50 -3.92
O3 -2.14 5.09 -5.12
O4 -3.80 4.31 -3.65
H1 4.67 2.15 -4.69
H2 2.29 4.39 -5.36
H3 3.49 5.71 -5.18
H4 2.06 6.61 -3.64
H5 2.73 5.36 -2.59
H6 0.36 4.32 -4.54
H7 -0.09 6.07 -2.89
H8 0.92 3.94 -2.16
H9 -1.66 4.40 -1.90
H10 -1.28 2.97 -2.84
H11 -2.92 5.12 -5.68
H12 -3.94 3.52 -3.13
C5 0.93 0.59 -0.78
O5 0.28 0.25 -1.99
C6 1.11 -0.45 -2.90
C7 0.81 -1.93 -2.89
O6 1.14 -2.53 -1.65
C8 0.02 -2.77 -0.82
H13 0.17 1.00 -0.11
H14 1.39 -0.28 -0.31
H15 1.69 1.36 -0.95
H16 2.16 -0.28 -2.66
H17 0.93 -0.05 -3.90
H18 1.40 -2.42 -3.67
H19 -0.25 -2.09 -3.12
H20 -0.61 -3.57 -1.23
H21 -0.59 -1.86 -0.70
H22 0.39 -3.07 0.16
C9 0.66 -2.91 3.28
O7 0.20 -3.96 2.45
C10 0.94 -5.16 2.58
C11 0.21 -6.18 3.43
O8 0.10 -5.76 4.78
C12 -1.18 -5.25 5.11
H23 -0.06 -2.10 3.21
H24 0.74 -3.22 4.32
H25 1.64 -2.54 2.94
H26 1.92 -4.95 3.02
H27 1.09 -5.57 1.58
H28 0.77 -7.12 3.42
H29 -0.78 -6.37 3.00
H30 -1.93 -6.05 5.12
H31 -1.50 -4.48 4.41
H32 -1.11 -4.83 6.11
C13 -4.89 0.73 -1.28
O9 -5.62 1.79 -1.87
C14 -6.82 1.37 -2.50
C15 -8.03 1.67 -1.66
O10 -8.05 0.90 -0.47
C16 -7.65 1.62 0.68
H33 -4.08 1.18 -0.70
H34 -5.51 0.13 -0.61
H35 -4.45 0.08 -2.04
H36 -6.78 0.30 -2.73
H37 -6.90 1.91 -3.45
H38 -8.93 1.42 -2.23
H39 -8.06 2.73 -1.42
H40 -8.40 2.36 0.96
H41 -6.69 2.12 0.53
H42 -7.55 0.90 1.49
C17 6.35 -1.98 2.87
O11 6.58 -1.16 4.00
C18 5.63 -0.12 4.15
C19 4.60 -0.44 5.21
O12 3.78 -1.53 4.83
C20 4.12 -2.75 5.46
H43 7.03 -2.82 2.94
H44 5.32 -2.35 2.85
H45 6.55 -1.43 1.94
H46 5.13 0.09 3.20
H47 6.18 0.78 4.45
H48 3.96 0.43 5.36
H49 5.10 -0.66 6.16
H50 3.86 -2.73 6.52
H51 5.18 -2.98 5.35
H52 3.53 -3.53 4.97

Summary:
**M**: 526.41 g mol⁻¹
**Charge**: 0
**HOMO level**: -8.0463 eV
**Gap between HOMO and LUMO**: 0.31896 Eh
**Strongest force on any atom**: 0.0605 hartree/bohr
**LUMO**: 0.63 eV
**Structure (SMILES)**: O=COCC[PH3]CB(O)O.COCCOC.COCCOC.COCCOC.COCCOC

Atomic partial charges in e from the Mulliken method, atoms 1 to 2: -0.4215, 0.0666

---

9.
DFT (ωB97M-V/def2-TZVPD) results for C6H12O as an isolated structure.

Cartesian coordinates (Å):
C1 -1.60 -1.56 -0.81
C2 -0.67 -0.68 -1.64
C3 0.41 -0.08 -0.77
C4 0.42 1.28 -0.37
C5 1.12 1.62 0.83
C6 0.17 0.66 1.95
O1 0.03 -0.55 1.51
H1 -1.05 -2.40 -0.36
H2 -2.03 -1.00 0.02
H3 -2.40 -1.96 -1.44
H4 -0.22 -1.27 -2.44
H5 -1.24 0.13 -2.11
H6 1.20 -0.70 -0.38
H7 1.08 0.82 -1.45
H8 -0.38 1.92 -0.75
H9 1.16 2.68 1.09
H10 2.10 1.13 0.93
H11 0.81 0.81 2.85
H12 -0.76 1.27 2.09

Summary:
**M**: 100.16 g mol⁻¹
**Charge**: 0
**HOMO level**: -7.9502 eV
**Gap between HOMO and LUMO**: 0.31740 Eh
**Strongest force on any atom**: 0.0070 hartree/bohr
**Energy relative to the best compared isomer or geometry (same formula, charge and spin)**: 100.4 kcal/mol
**LUMO**: 0.69 eV

Atomic partial charges in e from the Mulliken method, atoms 1 to 2: -1.1016, -0.3350

---

The records above yield total energy values of -5956.121419 -327.058035 -3575.833005 -12005.590366 -235.753953 -2347.658557 -555.145569 -2062.138694 -310.899305 hartree, respectively.